77
Properties=species:S:1:pos:R:3 method="wB97M-V/def2-TZVPD" homo_ev=-9.94 lumo_energy_ev=-0.997 gap_ev=8.95
H -0.14 -1.86 0.73
H -1.73 -4.04 2.47
O 0.37 2.84 -0.48
O -5.72 1.85 0.53
H -4.63 4.83 0.40
H 3.52 1.88 1.47
H 1.37 -1.80 -5.21
H -2.04 -1.27 -2.99
N 0.19 2.41 0.66
C -2.12 -1.46 2.01
H -6.60 3.51 1.54
S -2.51 3.00 2.64
C 4.23 0.72 -2.01
H -7.32 3.10 -0.15
H -4.08 0.25 2.73
C -1.28 1.02 1.68
O 1.14 -3.53 -0.81
H 6.62 1.36 0.59
C 5.11 0.93 2.93
C 3.05 -0.35 -2.39
H -2.12 -1.14 3.16
H -6.06 5.16 -0.79
C -5.38 4.30 -0.35
C -3.93 0.39 1.55
H -1.01 0.97 -1.76
H -3.01 -2.23 1.90
H 0.73 -4.53 2.94
O 2.82 -3.53 1.26
H 3.82 1.82 -1.85
H 2.40 0.76 -4.38
H -0.59 -2.24 -2.29
O -4.17 2.79 2.23
C -6.30 3.20 0.45
H 6.04 0.24 2.66
C -0.05 -0.50 -3.81
H -3.64 2.18 0.15
H -1.54 -4.07 0.60
H -4.69 3.81 -1.18
O -1.14 2.25 0.88
H 4.15 0.28 3.20
C -0.93 -1.16 -2.56
O 2.25 -5.75 0.04
H 5.54 2.60 -0.36
C 2.66 -0.34 -4.01
H 4.96 3.03 1.98
H -0.21 0.59 1.87
H 3.38 -1.46 -2.16
C -2.37 -0.06 1.13
Cl -5.19 -0.79 0.78
H 0.21 0.64 -3.61
C -0.98 -0.12 -1.27
C 1.33 -1.34 -4.13
H 0.01 -2.04 2.67
H -0.68 -0.51 -4.82
C 5.51 1.60 0.27
S 1.69 -4.37 0.57
H -0.03 -0.14 -0.60
H 0.24 -3.89 -1.12
C -4.33 1.90 1.06
H 2.07 -0.02 -1.83
C -0.98 -3.80 1.59
H 0.07 -5.89 1.76
H 5.11 0.74 -2.80
C 4.92 0.31 -0.55
H -3.25 0.35 -0.98
C 0.34 -4.74 1.83
O -1.78 1.47 3.02
O -2.42 3.94 3.90
H 4.17 -0.27 0.15
H 1.37 -2.22 -3.35
C -2.41 -0.30 -0.49
C -0.67 -2.16 1.73
C 4.68 1.92 1.67
H 3.53 -0.73 -4.69
H 5.39 1.57 3.89
H 5.81 -0.42 -0.81
H -2.74 -1.43 -0.65

---

9
Properties=species:S:1:pos:R:3 method="wB97M-V/def2-TZVPD" homo_ev=-8.59 lumo_energy_ev=0.119 gap_ev=8.71
O -0.75 1.78 0.25
C -0.78 0.63 0.02
H -2.60 -0.10 0.00
Br 1.96 -1.46 0.95
C 1.46 0.04 -0.06
F 2.14 1.12 0.20
N -1.61 -0.38 0.02
F 1.62 -0.24 -1.42
H -1.44 -1.39 0.05

---

98
Properties=species:S:1:pos:R:3 method="wB97M-V/def2-TZVPD" homo_ev="-12.07 / -12.07" total_charge=+2 lumo_energy_ev="-7.678 / -7.057" spin_multiplicity=2 gap_ev="4.39 / 5.01"
H 5.64 -13.16 -0.14
Si 19.26 -13.09 -1.01
C 14.80 -17.45 -1.29
H 19.09 -13.39 -3.52
C 7.74 -14.95 -0.98
H 17.49 -11.13 -3.85
H 15.74 -18.04 -1.28
C 15.12 -11.43 2.06
H 9.15 -16.48 -6.98
C 12.80 -13.96 -5.47
H 10.66 -17.95 -2.70
H 15.72 -14.73 2.88
C 15.59 -17.80 -5.01
C 17.78 -12.77 2.69
H 16.28 -9.86 -3.78
O 8.58 -15.57 -1.60
C 15.27 -16.42 -4.38
N 15.03 -16.09 -1.89
Si 16.28 -12.79 1.54
C 15.47 -14.49 1.86
H 18.57 -13.50 2.47
H 15.92 -15.29 1.29
C 6.57 -12.70 -0.52
H 16.87 -16.79 -2.87
H 14.54 -13.54 -4.32
H 16.61 -17.81 -5.36
H 20.93 -11.35 -0.60
H 11.83 -19.00 -3.51
H 19.03 -9.49 -0.71
H 14.38 -14.54 1.70
V 13.71 -15.77 -3.42
H 8.08 -12.17 -2.61
H 20.76 -13.36 -2.93
H 16.46 -15.05 -3.16
H 9.62 -18.19 -5.18
H 14.83 -9.62 -0.14
H 14.84 -8.75 -1.62
C 17.19 -10.23 -3.30
H 17.98 -9.51 -3.37
H 6.44 -16.51 -0.29
H 13.14 -18.82 -1.02
H 19.96 -11.88 -3.06
H 14.26 -10.37 -1.68
C 12.58 -13.71 -1.15
H 19.99 -14.92 0.52
H 10.50 -14.32 -6.97
C 11.97 -15.22 -5.60
H 15.34 -15.42 -1.15
H 14.88 -11.60 3.10
H 17.90 -9.68 0.66
C 6.95 -15.64 0.14
S 11.99 -13.04 0.19
H 18.58 -15.45 -0.40
H 7.18 -12.38 0.31
H 14.57 -17.24 -0.22
C 10.28 -17.30 -5.32
H 6.33 -11.83 -1.15
C 15.06 -15.26 -5.38
H 15.56 -10.48 2.02
H 8.59 -13.91 -2.92
N 14.04 -14.32 -4.74
H 14.93 -17.98 -5.91
N 12.94 -14.38 -2.08
C 15.04 -9.76 -1.21
H 15.48 -18.61 -4.25
H 14.20 -11.51 1.50
C 11.39 -17.18 -4.56
C 13.64 -18.28 -1.84
H 20.12 -15.36 -1.20
H 19.75 -11.35 0.77
C 9.98 -16.33 -6.29
N 12.28 -16.17 -4.76
H 21.04 -12.57 0.67
C 19.49 -14.87 -0.48
H 6.99 -13.30 -3.46
O 16.19 -14.48 -5.64
H 17.38 -13.10 3.64
C 19.77 -12.92 -2.80
C 10.77 -15.20 -6.35
H 13.09 -13.60 -6.47
C 11.60 -17.94 -3.30
N 12.71 -17.32 -2.49
H 12.22 -13.16 -4.97
H 18.20 -11.77 2.78
H 6.26 -15.04 0.73
N 7.32 -13.66 -1.35
As 16.88 -12.74 -0.80
H 14.54 -15.65 -6.30
H 16.49 -14.56 -6.56
C 7.76 -13.22 -2.68
H 13.94 -19.03 -2.59
H 17.66 -8.38 -0.59
C 20.34 -11.98 0.05
H 12.31 -16.72 -1.76
Si 16.80 -10.45 -1.48
H 7.71 -16.02 0.84
C 16.03 -16.07 -3.06
C 17.96 -9.40 -0.41

---

14
Properties=species:S:1:pos:R:3 method="wB97M-V/def2-TZVPD" homo_ev=-9.59 lumo_energy_ev=-0.809 gap_ev=8.78
H 0.31 -2.02 -0.16
H -1.41 -0.83 1.44
H 1.53 0.20 -0.32
H 1.44 1.52 0.74
H -1.02 0.07 -2.30
H 0.26 -1.35 1.11
H -0.17 0.08 2.20
C -0.46 -0.46 1.33
C -0.64 -0.33 -1.23
H -1.24 1.44 -0.20
B -0.49 0.57 0.04
S -0.28 -1.91 -1.40
C 1.02 1.16 -0.17
H 1.14 1.86 -1.09

---

31
Properties=species:S:1:pos:R:3 method="wB97M-V/def2-TZVPD" homo_ev="-7.84 / -9.18" lumo_energy_ev="-1.118 / -0.807" spin_multiplicity=4 gap_ev="6.72 / 8.37"
C 1.73 -2.21 2.76
C -0.65 -1.73 -0.22
C 0.57 1.57 -1.12
C 2.42 -1.59 1.50
H -2.22 2.08 0.72
H -3.27 1.72 -1.49
H 1.21 -2.77 -0.27
C 0.87 -1.73 -0.32
H 3.11 -0.81 1.85
C -0.22 1.80 0.01
H 0.61 1.20 -3.23
C -1.99 1.13 -3.75
N -2.46 0.90 -4.77
H 0.01 2.85 1.85
H 1.64 1.56 -1.03
C -2.20 1.67 -1.38
O -1.21 -2.47 -1.16
H 2.97 -2.36 0.96
O 2.11 -3.28 3.19
H 1.48 2.04 1.27
C 0.39 1.95 1.36
Re -0.03 0.14 2.49
H -2.18 -2.45 -1.09
H 1.14 -1.32 -1.30
C -0.01 1.37 -2.36
O -1.28 -1.13 0.62
C -1.40 1.39 -2.49
C -1.61 1.88 -0.15
O 1.46 -0.92 0.67
O 0.79 -1.49 3.23
Se -1.78 0.98 3.65

---

25
Properties=species:S:1:pos:R:3 method="wB97M-V/def2-TZVPD" homo_ev=-5.14 total_charge=-1 lumo_energy_ev=3.115 gap_ev=8.26
H -1.29 -0.32 -4.10
P 2.50 1.20 2.75
H -1.08 -3.06 -2.79
O -0.83 -0.07 3.42
O -1.06 2.37 2.85
C -0.36 -0.83 -1.34
H 3.82 0.99 0.95
H 0.34 -1.55 -0.88
O 0.97 3.54 3.95
H -2.01 -2.13 -0.74
O 1.52 2.17 1.68
H -0.38 0.06 -0.71
S 0.43 3.18 2.52
H 2.99 1.90 3.90
H 1.77 0.04 3.17
N 3.81 0.63 1.93
H -2.48 -0.65 -1.58
O 0.15 -0.50 -2.64
C -0.70 -1.11 -3.62
O -1.16 0.58 1.10
H -0.08 -1.60 -4.39
C -1.73 -1.44 -1.54
C -1.01 0.98 2.37
H -2.54 -2.26 -3.39
C -1.59 -2.09 -2.89